The following is a DFT calculation (wB97M-V/def2-TZVPD) of a single C6H15NOS molecule in a non-equilibrium geometry.

Structure (XYZ):
```
24
Properties=species:S:1:pos:R:3:nbo_charge:R:1
C -1.24454 0.61772 -2.56073 -0.61
C -0.18170 0.17857 -1.58954 -0.35
C -0.03094 -1.37023 -1.66493 -0.63
S -0.73052 0.46913 0.22264 1.83
N -0.39905 2.03863 0.80865 -1.16
O -2.11670 -0.11802 0.33578 -0.95
C 0.27616 -0.41835 1.41668 -0.42
C -0.42205 -0.07672 2.68430 -0.65
C 1.72869 0.03801 1.35490 -0.64
H -1.99645 1.19833 -2.16263 0.23
H -0.85649 1.08838 -3.35490 0.22
H -1.74294 -0.22788 -2.90861 0.21
H 0.76448 0.65380 -1.83742 0.24
H -1.00337 -1.85826 -1.57546 0.24
H 0.76005 -1.59987 -0.98833 0.21
H 0.33739 -1.69813 -2.62005 0.22
H -1.15543 2.65704 0.87684 0.37
H 0.29222 -1.49341 1.32871 0.24
H -0.33647 1.02654 2.90900 0.26
H -1.41915 -0.45209 2.44870 0.25
H -0.03170 -0.79502 3.42401 0.22
H 1.71312 1.08876 1.71725 0.25
H 2.14950 -0.18241 0.36069 0.21
H 2.30801 -0.33866 2.25986 0.23
```

As for the HOMO-LUMO gap: 9.4 eV. For the LUMO energy, the calculation gives 0.85 eV. Its SMILES is CC(C)S(=N)(=O)C(C)C. The multiplicity is 1. As for the molar mass: 149.26 g/mol.